[1]
C35H50N4OSbSi3SnTe | ωB97M-V with the def2-TZVPD basis set

```
96
Properties=species:S:1:pos:R:3:forces:R:3
Sn -0.206 0.562 2.035 0.842 -0.799 -1.607
C 2.047 -0.166 5.982 -0.730 0.509 -0.161
C 1.666 -0.173 4.632 -0.512 2.258 -1.304
N 0.812 0.754 4.119 0.741 -1.537 2.441
C 0.112 1.588 4.984 1.847 -1.297 -0.821
C 0.396 1.605 6.350 0.446 -0.063 1.488
C 1.456 0.741 6.820 -1.130 0.145 0.657
C -0.428 2.391 7.233 0.214 -0.759 -0.387
C -1.540 2.990 6.705 0.840 -0.358 -1.275
C -1.763 3.014 5.305 0.710 -0.381 0.034
C -0.878 2.394 4.405 -1.907 0.992 -0.799
N -1.021 2.345 3.011 0.407 0.953 0.923
C -1.653 3.319 2.285 -0.756 0.233 1.332
C -2.031 4.614 2.744 0.377 -0.820 0.436
C -2.957 5.407 2.048 -0.238 -1.418 -1.948
C -3.533 4.944 0.828 0.223 0.798 1.678
C -3.133 3.689 0.317 0.847 0.430 -0.362
C -3.604 3.223 -0.948 1.579 -0.552 0.552
C -2.898 2.220 -1.590 -1.161 0.886 0.575
C -1.860 1.614 -0.929 0.870 -0.661 2.585
N -1.570 1.849 0.369 -0.059 0.616 -1.259
C -2.087 2.949 0.977 -1.334 -0.229 -1.537
H 2.744 -0.902 6.312 0.425 -0.258 0.339
H 2.219 -0.815 3.926 -0.757 0.261 0.149
H 1.637 0.709 7.913 0.078 0.156 -0.802
H -0.276 2.377 8.308 0.189 -0.048 -0.138
H -2.254 3.453 7.332 -0.581 0.463 0.604
H -2.656 3.488 4.940 -0.104 0.102 -0.142
H -1.643 4.932 3.737 -0.379 -0.118 -1.007
H -3.224 6.358 2.461 -0.166 0.444 0.035
H -4.253 5.545 0.254 0.305 -0.249 0.448
H -4.412 3.736 -1.399 -0.732 0.342 -0.442
H -3.173 1.769 -2.516 -0.297 0.237 -0.759
H -1.318 0.813 -1.414 0.137 -0.180 0.227
O 4.587 -0.803 -1.553 0.709 0.313 0.682
C 5.447 0.361 -1.652 0.218 -0.092 0.042
C 4.727 1.596 -2.217 0.240 -0.956 -1.319
C 3.444 1.981 -1.504 -0.873 0.492 0.432
C 3.603 2.956 -0.350 0.432 0.146 0.516
C 3.729 4.354 -0.503 -0.472 -0.778 -0.759
C 4.161 5.101 0.562 0.108 0.253 0.781
C 4.284 4.486 1.822 0.546 1.788 -0.101
C 4.034 3.146 1.907 -0.823 -0.780 1.153
N 3.724 2.395 0.867 0.186 -0.310 -1.551
H 4.911 -1.346 -0.799 -0.463 0.669 -0.843
H 6.295 0.103 -2.315 -0.250 0.190 0.221
H 5.863 0.632 -0.670 -0.181 -0.220 -0.074
H 4.445 1.376 -3.283 0.314 0.028 0.843
H 5.460 2.413 -2.288 -0.173 -0.096 0.209
H 3.020 1.099 -1.017 -0.191 -0.062 -0.473
H 2.762 2.354 -2.299 0.091 -0.040 0.800
H 3.397 4.811 -1.440 0.567 -0.092 0.165
H 4.405 6.163 0.438 -0.362 -0.358 0.130
H 4.538 5.129 2.688 -0.111 -0.758 -0.509
H 3.944 2.593 2.859 0.408 0.593 -0.336
Te -2.124 -1.171 2.743 -0.179 -0.119 0.173
C -1.890 -4.792 0.693 -0.040 -0.050 0.254
Si -0.630 -4.716 -0.711 -0.786 0.667 -0.216
C 1.110 -5.131 -0.110 0.131 0.477 -1.129
C -1.079 -5.982 -2.040 0.199 -0.390 -0.736
Sb -0.906 -2.284 -1.893 -0.043 -0.322 0.970
Si 0.737 -2.599 -3.838 -0.805 -0.291 -0.117
C 1.818 -4.113 -3.624 1.070 -0.353 -0.251
C 1.812 -1.082 -4.089 1.101 -0.271 -0.183
C -0.371 -2.817 -5.336 1.005 -1.299 -0.959
Si -3.514 -2.127 -2.546 0.884 -1.033 0.903
C -3.680 -0.870 -3.928 0.878 1.192 -1.195
C -4.296 -3.836 -2.992 -0.660 1.689 -0.975
C -4.257 -1.524 -0.915 0.163 -0.113 -0.625
H -2.185 -5.814 1.079 0.587 0.988 -0.421
H -2.813 -4.292 0.356 0.210 -0.135 0.156
H -1.479 -4.148 1.501 -0.452 -0.432 -0.196
H 1.438 -4.608 0.780 -0.010 0.076 0.125
H 1.809 -4.933 -0.946 -0.227 0.065 0.564
H 1.160 -6.202 0.018 -0.075 -0.490 0.379
H -1.341 -5.479 -2.997 -0.161 -0.302 0.683
H -1.928 -6.643 -1.701 1.001 0.447 -0.469
H -0.144 -6.545 -2.300 -0.891 -0.039 0.365
H 2.338 -4.096 -2.628 -0.571 -0.305 -0.959
H 2.625 -4.031 -4.388 -0.251 0.084 0.387
H 1.338 -5.090 -3.877 0.119 0.758 0.702
H 2.570 -1.045 -3.264 -0.597 0.291 -0.661
H 1.232 -0.167 -4.147 -0.163 0.191 0.411
H 2.355 -1.110 -5.069 -0.246 -0.297 0.723
H -1.128 -3.569 -5.071 -0.038 0.421 -0.167
H 0.171 -3.221 -6.261 -0.646 0.798 1.053
H -0.797 -1.839 -5.511 -0.442 0.100 -0.388
H -4.069 -1.313 -4.878 -0.186 0.438 0.808
H -2.704 -0.389 -4.276 -0.891 -0.844 0.714
H -4.253 0.022 -3.571 -0.087 -0.879 -0.474
H -3.848 -4.106 -3.954 -0.299 -0.150 -0.043
H -5.415 -3.721 -3.094 1.054 -0.183 -0.033
H -4.089 -4.626 -2.309 0.239 -0.479 0.772
H -5.255 -1.983 -0.771 0.377 0.587 0.050
H -4.215 -0.433 -0.824 -0.542 -0.078 -0.173
H -3.601 -1.811 -0.103 0.116 -0.442 0.419
```
Positions in Å, forces in eV/Å.

Values from the calculation:
LUMO energy = 2.2084 eV
HOMO-LUMO gap = 4.760 eV
Energy relative to the best compared isomer or geometry (same formula, charge and spin) = 4.3 kJ/mol
Highest occupied orbital energy = -2.551 eV
Net charge = -1


[2]
C35H50NO17 | ωB97M-V with the def2-TZVPD basis set

```
103
Properties=species:S:1:pos:R:3:forces:R:3
C -0.635 0.283 1.391 0.067 0.622 -2.131
N -1.130 -0.377 0.103 -0.572 -0.764 1.836
C -0.232 -0.048 -1.055 -0.204 -3.018 1.003
C -0.992 -1.850 0.337 -3.409 -1.983 -1.149
C -2.617 0.064 -0.025 -1.039 -1.265 0.700
C -3.184 -0.531 -1.279 -1.073 -0.127 -2.147
O -4.576 -0.111 -1.506 0.776 -1.220 1.940
H 0.316 0.088 1.746 2.611 -1.454 -0.599
H -1.128 0.063 2.272 -2.425 -0.397 1.144
H -0.520 1.299 1.143 -0.600 1.595 -0.019
H -0.370 0.905 -1.314 -0.843 3.857 -1.250
H -0.445 -0.738 -1.910 0.576 0.587 0.920
H 0.733 -0.057 -0.572 0.665 -0.650 -0.581
H -0.070 -2.168 0.658 2.408 0.228 1.349
H -1.113 -2.610 -0.515 -0.288 1.980 0.316
H -1.788 -2.136 1.036 0.516 0.098 0.217
H -2.758 1.143 0.053 0.768 0.069 -0.524
H -3.313 -0.292 0.808 1.709 -0.107 -0.454
H -2.939 -1.645 -1.437 -0.994 1.444 0.726
H -2.799 -0.059 -2.145 1.693 0.277 -0.737
H -4.583 0.219 -2.400 -0.025 0.135 -0.709
C -3.698 0.108 6.500 1.260 -2.947 -5.177
C -2.949 -0.658 5.436 -1.279 3.113 7.087
C -3.527 -1.073 4.196 -0.646 -0.060 -2.394
O -2.859 -1.735 3.367 -1.012 1.004 1.437
C -4.876 -0.592 3.968 -2.809 2.348 3.083
C -5.676 0.264 4.942 2.051 -5.385 -7.116
C -5.084 0.617 6.156 1.580 4.193 7.021
O -5.632 1.439 7.001 1.490 -3.279 -3.500
O -6.925 0.538 4.639 0.776 2.727 2.862
O -1.706 -1.081 5.713 -1.063 0.357 -0.428
H -3.234 0.205 7.479 -0.335 0.384 -0.322
H -5.381 -0.999 3.104 -0.131 0.247 -0.188
H -7.332 -0.067 4.086 -0.915 -1.930 -2.028
H -1.548 -1.637 4.943 1.058 -0.762 -0.571
C 4.234 -2.113 -1.037 6.967 -0.101 0.912
C 5.707 -1.758 -1.181 -9.681 -0.934 -0.642
C 6.689 -2.527 -0.556 3.226 -3.873 3.376
O 7.890 -2.423 -0.815 -1.075 0.809 -0.475
C 6.284 -3.542 0.479 -5.420 0.327 0.121
C 4.840 -3.778 0.762 7.219 0.886 -1.451
C 3.842 -3.145 -0.060 -6.113 2.302 -0.286
O 2.561 -3.267 0.174 4.802 -0.266 -0.600
O 4.547 -4.563 1.759 -9.948 2.525 -3.348
O 6.066 -0.858 -2.041 -2.199 0.801 -0.241
H 3.549 -1.564 -1.612 -0.978 0.387 -0.495
H 6.996 -4.051 1.129 0.159 0.331 -0.483
H 5.276 -4.820 2.075 8.858 -3.537 4.403
H 6.971 -0.989 -1.998 4.086 0.478 -0.701
C 4.861 1.105 1.799 6.912 3.104 -1.280
C 6.041 1.898 1.338 -2.219 -2.833 1.555
C 5.860 3.096 0.416 -2.718 -0.679 0.894
O 6.748 3.854 0.203 2.253 0.751 -0.394
C 4.511 3.329 -0.092 -3.777 -8.842 7.423
C 3.368 2.361 0.282 3.880 2.918 -2.614
C 3.572 1.327 1.361 -1.506 0.515 -0.280
O 2.650 0.713 1.876 -0.791 0.107 -0.517
O 2.222 2.223 -0.443 1.879 -2.066 2.816
O 7.309 1.613 1.743 -1.287 0.857 -0.739
H 4.996 0.418 2.585 0.272 -0.834 0.672
H 4.351 3.826 -0.870 -1.068 4.661 -6.292
H 2.023 3.020 -0.848 -0.883 2.646 -1.556
H 7.968 2.249 1.343 -1.139 -0.458 0.329
C -0.638 4.740 1.817 1.007 3.431 1.199
C -1.071 4.201 0.560 -0.403 2.960 -4.548
O -0.267 3.844 -0.289 0.165 -0.879 0.686
C -2.541 4.387 0.044 7.383 -4.263 -5.975
H -0.402 3.882 2.336 1.044 -1.690 1.975
H -1.431 5.260 2.340 -0.300 -0.109 0.159
H 0.255 5.521 1.829 -1.601 -2.064 -0.558
H -2.831 5.209 -0.484 0.065 2.768 -1.176
H -3.087 4.251 0.784 -5.800 -1.779 6.300
H -2.414 3.530 -0.788 -1.482 1.569 1.888
C 0.988 1.598 -5.878 2.410 0.448 -3.824
C 0.276 0.323 -5.729 -1.288 0.008 -1.072
O 0.142 -0.149 -4.656 -0.050 -1.612 3.034
C -0.477 -0.254 -6.906 -2.256 0.236 0.541
H 0.877 1.848 -7.009 0.500 0.200 1.964
H 2.119 1.598 -5.658 -1.931 -0.140 0.025
H 0.439 2.306 -5.318 -0.258 0.985 0.721
H -0.573 0.529 -7.652 -0.547 -0.042 -0.165
H -1.522 -0.778 -6.647 2.562 1.307 -0.364
H 0.169 -0.952 -7.347 0.832 -1.404 -0.717
C -4.440 1.260 -6.674 1.365 -2.572 1.266
C -4.764 0.967 -5.247 -1.801 0.077 0.773
O -3.900 0.598 -4.468 -0.654 0.196 -0.007
C -6.247 1.156 -4.899 2.785 -0.782 1.513
H -3.429 0.964 -6.427 1.139 0.375 -2.049
H -4.571 2.246 -7.008 -0.227 1.264 -0.334
H -4.935 0.505 -7.305 0.149 0.426 0.048
H -6.181 1.568 -3.873 -0.861 0.465 -0.724
H -6.660 0.159 -4.778 -0.473 -0.018 -0.415
H -6.540 1.728 -5.748 -1.502 0.577 0.149
C 2.154 -2.986 4.268 0.198 -2.285 -3.121
C 1.040 -3.740 3.562 -2.015 -1.050 -1.032
O -0.137 -3.344 3.348 3.635 -0.421 0.851
C 1.398 -5.210 3.120 -0.872 -0.132 -0.617
H 2.718 -3.625 4.912 0.221 -0.198 0.537
H 1.842 -2.110 4.624 -1.543 3.249 2.280
H 2.806 -2.622 3.465 0.305 -0.538 -0.194
H 2.174 -5.683 3.713 -0.082 0.187 0.750
H 1.882 -5.383 2.089 -1.389 0.905 1.122
H 0.408 -5.761 3.267 1.520 0.440 -0.613
```
Positions in Å, forces in eV/Å.

Values from the calculation:
LUMO energy = -4.2458 eV
HOMO-LUMO gap = 6.500 eV
Energy relative to the best compared isomer or geometry (same formula, charge and spin) = 0.0 kJ/mol
Highest occupied orbital energy = -10.746 eV
Net charge = +1